(1)
The following is a DFT calculation (ωB97M-V/def2-TZVPD) of a structure of composition C41H31BGeIrN2O4 at a distorted geometry.

Relative energy (zero: lowest compared OMol25 entry of this formula, charge and spin) = 76.64 kJ/mol
<S²> = 8.83
Net charge = +2
Multiplicity = 6
Largest force on an atom = 0.032 hartree/bohr

Each line ends with the Löwdin charge.
Element x y z (Å)
1 Ir -0.52033 0.27467 0.03819  1.18
2 Ge -0.03065 1.26461 2.34555  0.89
3 O 3.15666 1.80806 -1.57959  0.09
4 O -1.18762 2.31817 -0.45046  -0.14
5 O -1.50291 -1.34256 -2.56774  0.20
6 O -3.17989 -0.09059 -1.52246  0.19
7 N 0.93193 1.75571 -0.87962  0.05
8 N 0.22877 3.73913 -1.68893  0.18
9 C -0.47273 -1.50442 0.67807  -0.22
10 C 0.84853 4.56645 -4.39031  -0.03
11 C -1.67640 -4.29861 2.59578  0.00
12 C 3.96768 7.13876 -0.85624  -0.08
13 C -0.53520 -2.64390 1.22100  0.00
14 C 3.84717 4.84414 -1.62433  -0.02
15 C 0.56706 -0.02941 3.64499  -0.38
16 C 0.55008 -5.98252 2.32388  -0.04
17 C 2.45636 4.88872 -1.59654  -0.14
18 C 1.89391 3.98520 -6.47599  -0.08
19 C 1.46078 2.54639 2.44828  -0.21
20 C -4.11897 -2.07743 -4.86938  0.04
21 C -5.17966 -1.28994 -4.21211  0.03
22 C 3.82616 3.01052 2.15433  -0.02
23 C -0.56991 -6.37325 3.06164  -0.02
24 C -0.15926 -0.14529 4.84169  -0.11
25 C -2.60990 -1.44314 -3.23832  -0.17
26 C 2.81939 2.12197 2.11960  -0.05
27 C 1.83426 6.06547 -1.18504  -0.04
28 C -0.08168 2.63913 -0.99503  -0.60
29 C -2.83589 -2.15521 -4.39329  0.05
30 C 0.93642 4.69928 -5.77203  -0.06
31 C -4.96622 -0.57784 -3.07211  0.05
32 C 1.62823 3.70595 -2.15015  -0.21
33 C 0.22688 -1.08475 5.79296  -0.07
34 C 1.33832 -1.89452 5.56447  -0.06
35 C -1.67713 -5.53212 3.19893  -0.04
36 C 2.58318 7.18854 -0.82382  -0.07
37 C 2.76444 3.15660 -5.79022  -0.06
38 C 3.55088 4.35814 2.56810  0.08
39 C 1.71787 3.73211 -3.69367  -0.14
40 C 1.20241 3.90959 2.88099  -0.05
41 C 2.05447 -1.79340 4.37256  -0.07
42 C 1.67429 -0.86502 3.41116  -0.13
43 C 2.68235 3.02797 -4.40290  -0.02
44 C 4.59596 5.96141 -1.25528  -0.06
45 C 0.57007 -4.75255 1.71239  0.00
46 C -3.66746 -0.65510 -2.57585  -0.16
47 C 2.21396 4.80062 2.89462  -0.01
48 C 2.05703 2.31207 -1.52374  -0.36
49 C -0.54999 -3.88858 1.83668  -0.23
50 B -1.76291 -0.49025 -1.43724  -0.41
51 H 5.68153 5.91622 -1.30347  0.11
52 H -4.36914 -2.62322 -5.77355  0.13
53 H -0.45342 4.43772 -1.93150  0.15
54 H 1.96191 4.07997 -7.55451  0.11
55 H 4.83443 2.70867 1.90291  0.13
56 H -1.19988 2.02263 2.99291  -0.02
57 H 0.26867 5.37832 -6.29374  0.11
58 H 3.01910 1.10210 1.82458  0.11
59 H 1.65449 -2.59887 6.32253  0.11
60 H -1.02139 0.48568 5.03114  0.09
61 H 0.20664 4.21556 3.16681  0.11
62 H 2.91271 -2.43787 4.19551  0.11
63 H 2.22697 -0.81026 2.47821  0.09
64 H 2.03432 5.83313 3.17242  0.13
65 H -5.73572 0.00718 -2.57996  0.15
66 H -0.33904 -1.18168 6.71510  0.11
67 H 0.74872 6.14253 -1.16977  0.11
68 H -0.58075 -7.34907 3.53526  0.12
69 H 0.10658 5.16198 -3.85955  0.11
70 H 4.37355 5.05583 2.67349  0.13
71 H 3.51971 2.59446 -6.33450  0.11
72 H -2.53279 -5.85396 3.78067  0.12
73 H 1.42576 -4.42764 1.12952  0.13
74 H 3.36778 2.37556 -3.88647  0.11
75 H 4.34856 3.93815 -1.94267  0.11
76 H 1.39991 -6.64970 2.23416  0.12
77 H 4.55530 8.01204 -0.58104  0.11
78 H 2.07632 8.10766 -0.53923  0.11
79 H -6.16813 -1.28110 -4.65891  0.13
80 H -2.52423 -3.62913 2.68749  0.13
81 H -2.05983 -2.73171 -4.88511  0.15

***

(2)
The following is a DFT calculation (ωB97M-V/def2-TZVPD) of a structure of composition C41H32Br4N3O7PtSTe at a distorted geometry.

Relative energy (zero: lowest compared OMol25 entry of this formula, charge and spin) = 0.00 kJ/mol
<S²> = 8.79
Multiplicity = 6
Largest force on an atom = 0.058 hartree/bohr

Each line ends with the Löwdin charge.
Element x y z (Å)
1 Pt -11.08944 -18.61616 6.49297  1.28
2 Te -13.89097 -15.80014 5.81863  1.76
3 Br -13.01647 -20.14742 -0.25755  0.73
4 Br -13.00910 -17.49272 1.87921  0.87
5 Br -10.96992 -23.32962 4.11409  0.85
6 Br -12.34114 -23.07423 0.93422  0.76
7 S -12.35852 -20.15421 8.05241  0.59
8 O -4.34197 -15.51189 6.05748  0.07
9 O -10.82346 -20.60659 5.26528  -0.11
10 O -12.39854 -18.41319 4.62924  -0.21
11 O -10.16099 -17.27232 5.03519  -0.13
12 O -10.39556 -17.04137 7.91574  -0.10
13 O -9.05643 -19.25719 7.06296  -0.08
14 O -5.15177 -13.76453 5.15861  0.07
15 N -14.44335 -19.66727 6.51524  0.07
16 N -12.45935 -16.94621 7.22356  -0.22
17 N -5.24004 -14.89921 5.55267  -0.39
18 C -12.01233 -21.60726 2.02469  -0.76
19 C -12.11563 -19.32464 3.77593  -0.38
20 C -17.39846 -17.88055 8.53210  -0.08
21 C -12.68330 -13.25971 9.57684  -0.09
22 C -13.45535 -20.61300 6.72489  -0.65
23 C -13.38092 -21.75489 5.92893  -0.10
24 C -16.16419 -17.73546 9.09530  -0.06
25 C -14.61781 -12.16991 3.68278  0.01
26 C -12.41867 -20.28708 1.52980  -0.73
27 C -16.77351 -16.57495 6.52307  -0.35
28 C -15.75939 -9.92459 4.03645  -0.06
29 C -15.46568 -13.06044 6.14479  -0.26
30 C -8.68510 -15.57521 4.46633  0.02
31 C -13.36480 -14.30360 3.17342  -0.13
32 C -12.48703 -19.21259 2.37740  -0.65
33 C -16.09063 -13.49314 7.48741  -0.02
34 C -15.34654 -11.26917 4.48627  -0.26
35 C -15.15279 -17.06776 8.33025  -0.13
36 C -8.08535 -18.56661 6.77273  -0.16
37 C -11.39949 -20.54399 4.15463  -0.40
38 C -17.71002 -17.30313 7.28324  -0.03
39 C -6.53137 -15.56021 5.43357  -0.16
40 C -12.68698 -14.38547 8.78874  -0.04
41 C -7.99677 -17.35109 5.99684  -0.12
42 C -10.33237 -14.65358 9.22135  -0.01
43 C -8.99371 -16.79955 5.18071  -0.35
44 C -11.51537 -15.14099 8.66444  -0.14
45 C -15.76168 -11.75029 5.74163  0.00
46 C -15.20059 -20.81845 4.62042  -0.05
47 C -17.11729 -15.95008 5.18775  -0.06
48 C -10.30599 -13.41966 9.85892  -0.05
49 C -7.47896 -14.95947 4.59077  0.01
50 C -11.53209 -21.73197 3.30728  -0.65
51 C -15.47540 -16.54954 7.04323  -0.43
52 C -15.32245 -19.72075 5.48055  -0.02
53 C -14.29768 -21.81467 4.86834  -0.06
54 C -11.51780 -12.74967 10.03805  -0.10
55 C -14.65058 -13.85159 5.33661  -0.39
56 C -6.72904 -16.76486 6.03975  0.05
57 C -11.48307 -16.37597 7.88616  -0.62
58 C -14.20459 -13.45129 4.09793  -0.33
59 H -16.84391 -14.90646 5.16009  0.05
60 H -14.51102 -18.85135 7.18994  0.11
61 H -11.50436 -11.81157 10.62133  0.12
62 H -13.61627 -12.67826 9.70821  0.12
63 H -15.84043 -9.75026 2.95707  0.09
64 H -15.92903 -21.08977 3.81739  0.13
65 H -16.11392 -18.97602 5.39438  0.12
66 H -16.58630 -16.46900 4.35084  0.09
67 H -15.90849 -18.22119 9.99694  0.10
68 H -15.09824 -9.19120 4.51620  0.09
69 H -14.12273 -17.02234 8.68837  0.08
70 H -9.43275 -15.19547 9.06777  0.11
71 H -14.38448 -11.89279 2.66529  0.11
72 H -15.50104 -14.09867 8.08709  0.02
73 H -18.10999 -18.49099 9.01749  0.09
74 H -16.73540 -9.70336 4.44593  0.07
75 H -9.37071 -13.10733 10.32765  0.11
76 H -5.89624 -17.23379 6.53301  0.13
77 H -14.25420 -22.71292 4.15701  0.15
78 H -9.50182 -15.13079 3.92810  0.11
79 H -12.72576 -22.57739 6.18542  0.09
80 H -16.96582 -14.00444 7.26807  0.05
81 H -7.15517 -18.91205 7.17046  0.13
82 H -7.14790 -14.05070 4.05561  0.13
83 H -16.34843 -12.60702 8.08330  0.09
84 H -18.22708 -15.98701 5.10403  0.10
85 H -12.51217 -14.64369 3.71147  0.03
86 H -13.96561 -15.04415 2.66204  0.02
87 H -16.23814 -11.05071 6.40604  0.11
88 H -18.71372 -17.44227 6.90951  0.11
89 H -13.06116 -13.61571 2.37765  0.09
90 H -13.63164 -14.76768 8.39392  0.05